Record 1
Below is a gas-phase ion, CH5N2O (charge +1) at a distorted geometry, with properties calculated with ωB97M-V/def2-TZVPD.

- relative energy (zero: lowest compared OMol25 entry of this formula, charge and spin) (kcal per mole) = 100.5
- LUMO level (Ha) = -0.2383
- frontier orbital gap (eV) = 10.94
- M (g/mol) = 61.06
- structure (SMILES) = C[N+](N)=O
- total charge = +1

Last column: natural (NBO) charge in e.
CARTESIAN COORDINATES (ANGSTROEM)
C1 0.68 0.47 0.62  -0.494
N1 -0.40 -0.51 0.64  0.443
N2 -1.04 -0.98 -0.52  -0.564
O1 -0.74 -0.98 1.67  -0.151
H1 -0.05 1.31 0.53  0.275
H2 1.38 0.51 -0.28  0.285
H3 1.38 0.49 1.47  0.305
H4 -0.76 -0.49 -1.44  0.431
H5 -1.88 -1.58 -0.64  0.470

***

Record 2
Below is a molecular structure, C16H38N4O2PPdS2 at a distorted geometry, with properties calculated with ωB97M-V/def2-TZVPD.

- relative energy (zero: lowest compared OMol25 entry of this formula, charge and spin) (kcal per mole) = 24.3
- LUMO level (alpha / beta) (Ha) = -0.4626 / -0.4627
- frontier orbital gap (alpha / beta) (eV) = 5.52 / 5.51
- M (g/mol) = 520.03
- total charge = +3

Last column: natural (NBO) charge in e.
CARTESIAN COORDINATES (ANGSTROEM)
Pd1 1.32 -1.18 0.46  0.923
C1 1.89 -4.51 0.06  -0.446
C2 0.65 -3.96 -0.64  -0.232
N1 0.05 -2.75 0.01  -0.557
C3 -0.75 -3.07 1.23  -0.252
C4 -1.11 -1.78 1.94  -0.244
N2 0.15 -1.09 2.31  -0.594
C5 -0.03 0.24 2.97  -0.240
C6 0.56 1.39 2.18  -0.428
C7 2.08 1.34 2.04  -0.237
N3 2.58 0.34 1.02  -0.552
C8 3.90 -0.25 1.45  -0.241
C9 4.18 -1.52 0.68  -0.252
N4 3.04 -2.45 0.87  -0.648
C10 3.12 -3.62 -0.04  -0.230
H1 1.69 -4.76 1.11  0.221
H2 2.13 -5.46 -0.41  0.282
H3 0.89 -3.68 -1.66  0.229
H4 -0.13 -4.72 -0.68  0.244
H5 -0.59 -2.34 -0.67  0.413
H6 -1.64 -3.63 0.95  0.255
H7 -0.15 -3.70 1.88  0.223
H8 -1.69 -1.11 1.31  0.214
H9 -1.70 -1.99 2.84  0.251
H10 0.66 -1.70 2.94  0.405
H11 -1.10 0.39 3.12  0.237
H12 0.43 0.18 3.96  0.233
H13 0.08 1.49 1.21  0.215
H14 0.32 2.30 2.74  0.271
H15 2.47 2.31 1.75  0.246
H16 2.53 1.08 2.99  0.224
H17 2.74 0.86 0.16  0.417
H18 4.69 0.49 1.34  0.258
H19 3.81 -0.49 2.52  0.218
H20 4.27 -1.32 -0.39  0.222
H21 5.12 -1.98 1.01  0.251
H22 3.07 -2.80 1.82  0.402
H23 3.23 -3.23 -1.06  0.213
H24 4.03 -4.18 0.19  0.237
C11 -1.00 4.65 -2.37  -0.670
C12 -0.79 4.23 -0.94  0.144
C13 -2.00 4.35 -0.06  -0.649
O1 -0.29 2.77 -0.89  -0.868
P1 -0.77 1.60 -1.75  1.794
S1 -0.15 1.47 -3.59  0.037
S2 0.31 -0.04 -1.40  -0.225
O2 -2.28 1.46 -1.52  -0.851
C14 -3.27 0.72 -2.43  0.131
C15 -4.23 0.04 -1.50  -0.634
C16 -3.90 1.74 -3.34  -0.646
H25 -1.28 5.71 -2.37  0.279
H26 -1.83 4.11 -2.83  0.213
H27 -0.10 4.55 -2.97  0.239
H28 0.07 4.74 -0.51  0.222
H29 -2.87 3.86 -0.50  0.226
H30 -2.23 5.41 0.06  0.266
H31 -1.82 3.94 0.93  0.224
H32 -2.67 0.00 -2.99  0.195
H33 -4.78 0.76 -0.90  0.241
H34 -3.72 -0.66 -0.83  0.200
H35 -4.95 -0.53 -2.09  0.260
H36 -4.43 2.50 -2.76  0.239
H37 -4.61 1.24 -3.99  0.265
H38 -3.16 2.23 -3.98  0.218

***

Record 3
Below is a single C5H5N molecule at a distorted geometry, with properties calculated with ωB97M-V/def2-TZVPD.

- relative energy (zero: lowest compared OMol25 entry of this formula, charge and spin) (kcal per mole) = 181.5
- LUMO level (Ha) = -0.0206
- frontier orbital gap (eV) = 8.97
- M (g/mol) = 79.10

Last column: natural (NBO) charge in e.
CARTESIAN COORDINATES (ANGSTROEM)
C1 -3.15 -0.42 0.06  -0.414
C2 -3.40 -1.63 0.10  0.069
C3 -2.25 0.74 0.15  0.300
C4 0.20 -0.56 -0.26  -0.631
C5 -0.36 0.81 0.30  -0.248
N1 -3.31 1.13 -0.28  -0.212
H1 -0.31 -0.56 -1.26  0.232
H2 -0.20 -1.32 0.48  0.238
H3 1.24 -0.48 -0.25  0.227
H4 -0.37 1.57 -0.42  0.223
H5 -0.18 0.85 1.30  0.216

***

Record 4
Below is 2 unconnected molecules or ions with the total composition C2HFO2 at a distorted geometry, with properties calculated with ωB97M-V/def2-TZVPD.

- relative energy (zero: lowest compared OMol25 entry of this formula, charge and spin) (kcal per mole) = 61.2
- LUMO level (Ha) = -0.0159
- frontier orbital gap (eV) = 9.15
- M (g/mol) = 76.03

Last column: natural (NBO) charge in e.
CARTESIAN COORDINATES (ANGSTROEM)
C1 -1.56 -0.94 0.65  1.017
C2 1.14 0.81 -0.78  0.278
O1 -1.83 -0.30 -0.23  -0.483
O2 -1.38 -1.62 1.57  -0.537
F1 1.75 0.80 0.35  -0.304
H1 1.88 1.25 -1.55  0.029

***

Record 5
Below is a molecular structure, C37H29F6N5PS2SbW at a distorted geometry, with properties calculated with ωB97M-V/def2-TZVPD.

- LUMO level (alpha / beta) (Ha) = -0.3346 / -0.4535
- 2S+1 = 4
- ⟨S²⟩ = 3.7970
- frontier orbital gap (alpha / beta) (eV) = 6.66 / 3.48
- M (g/mol) = 1058.37
- total charge = +3

Last column: Mulliken spin population.
CARTESIAN COORDINATES (ANGSTROEM)
W1 -0.07 0.28 -1.20  1.458
N1 -3.71 -1.81 -1.98  -0.021
C1 -4.06 -1.82 -0.67  0.143
C2 -5.04 -2.51 0.01  -0.012
C3 -5.15 -2.24 1.36  0.197
C4 -4.31 -1.29 2.01  0.176
C5 -3.34 -0.60 1.34  -0.070
C6 -3.17 -0.88 -0.02  0.310
N2 -2.30 -0.38 -0.96  0.046
C7 -2.68 -0.96 -2.12  0.167
C8 -2.02 -0.63 -3.34  -0.015
C9 -2.35 -0.99 -4.62  0.087
S1 -1.25 -0.30 -5.71  0.023
C10 -0.41 0.42 -4.42  0.068
N3 -0.90 0.17 -3.23  0.066
H1 -4.11 -2.39 -2.71  -0.002
H2 -5.70 -3.22 -0.48  0.006
H3 -5.92 -2.75 1.94  -0.006
H4 -4.46 -1.09 3.07  0.001
H5 -2.74 0.14 1.85  0.000
H6 -3.16 -1.61 -4.96  0.001
H7 0.48 1.01 -4.59  0.015
S2 4.37 0.53 -2.36  0.041
C11 4.20 -0.86 -1.37  -0.033
C12 2.93 -1.02 -0.90  0.085
C13 2.03 -0.02 -1.36  -0.053
C14 2.71 0.91 -2.14  -0.020
C15 1.99 2.05 -2.63  0.057
C16 2.51 3.04 -3.46  0.011
C17 1.70 4.05 -3.92  0.019
C18 0.35 4.05 -3.53  -0.006
C19 -0.10 3.06 -2.69  0.034
N4 0.69 2.08 -2.20  -0.021
H8 5.04 -1.51 -1.22  -0.001
H9 2.65 -1.84 -0.26  0.009
H10 3.55 2.98 -3.76  0.002
H11 2.08 4.82 -4.57  -0.001
H12 -0.33 4.80 -3.89  0.000
H13 -1.14 3.04 -2.41  -0.001
N5 -1.07 2.12 -0.05  0.034
C20 -1.24 1.97 1.41  0.031
C21 -2.17 2.77 2.07  -0.002
C22 -2.37 2.59 3.43  0.001
C23 -1.67 1.61 4.12  0.001
C24 -0.73 0.83 3.46  -0.004
C25 -0.50 1.03 2.10  -0.039
P1 0.85 0.18 1.19  0.086
C26 2.28 1.14 1.78  0.004
C27 2.65 1.04 3.13  0.001
C28 3.69 1.81 3.62  0.001
C29 4.38 2.68 2.78  0.000
C30 4.00 2.80 1.46  0.004
C31 2.95 2.04 0.96  0.027
C32 0.96 -1.46 1.94  -0.015
C33 -0.20 -2.23 2.02  0.027
C34 -0.18 -3.46 2.66  0.006
C35 1.00 -3.94 3.20  -0.001
C36 2.17 -3.20 3.09  0.001
C37 2.16 -1.97 2.44  -0.002
H14 -2.01 2.25 -0.42  0.009
H15 -0.59 3.00 -0.22  0.009
H16 -2.74 3.52 1.54  0.000
H17 -3.08 3.22 3.96  0.000
H18 -1.84 1.45 5.18  0.000
H19 -0.18 0.07 4.00  0.000
H20 2.13 0.37 3.79  0.000
H21 3.97 1.72 4.66  0.000
H22 5.20 3.26 3.17  0.000
H23 4.53 3.48 0.80  0.000
H24 2.65 2.16 -0.07  -0.009
H25 -1.12 -1.86 1.59  0.006
H26 -1.09 -4.05 2.73  0.001
H27 1.02 -4.90 3.70  0.000
H28 3.09 -3.58 3.51  0.000
H29 3.08 -1.41 2.33  -0.001
F1 -0.18 -1.89 -0.90  0.054
Sb1 0.22 -3.65 -2.21  -0.003
F2 -1.62 -3.40 -2.67  0.002
F3 -0.37 -4.47 -0.63  0.000
F4 0.51 -4.64 -3.75  0.000
F5 1.98 -3.73 -1.58  0.000
F6 0.59 -2.02 -3.22  0.008

***

Record 6
Below is 2 unconnected molecules or ions with the total composition C4H12 at a distorted geometry, with properties calculated with ωB97M-V/def2-TZVPD.

- relative energy (zero: lowest compared OMol25 entry of this formula, charge and spin) (kcal per mole) = 14.2
- LUMO level (Ha) = 0.0436
- frontier orbital gap (eV) = 12.34
- M (g/mol) = 60.14
- structure (SMILES) = CC.CC

Last column: natural (NBO) charge in e.
CARTESIAN COORDINATES (ANGSTROEM)
C1 0.38 0.44 -1.44  -0.635
C2 -0.40 1.07 -2.58  -0.625
H1 1.29 0.95 -1.10  0.216
H2 -0.17 -0.05 -0.64  0.214
H3 0.87 -0.44 -1.88  0.205
H4 -0.04 1.97 -3.06  0.213
H5 -1.44 1.30 -2.30  0.205
H6 -0.62 0.41 -3.42  0.205
C3 0.56 -1.25 2.12  -0.617
C4 -0.51 -0.13 2.04  -0.614
H7 0.36 -2.00 2.89  0.209
H8 0.60 -1.79 1.18  0.202
H9 1.56 -0.82 2.24  0.206
H10 -1.07 -0.30 1.13  0.199
H11 -1.27 -0.21 2.81  0.207
H12 -0.09 0.86 2.01  0.210

***

Record 7
Below is 3 unconnected molecules or ions with the total composition C2H11NO2, with properties calculated with ωB97M-V/def2-TZVPD.

- relative energy (zero: lowest compared OMol25 entry of this formula, charge and spin) (kcal per mole) = 24.7
- LUMO level (Ha) = 0.0194
- frontier orbital gap (eV) = 8.86
- M (g/mol) = 81.12
- structure (SMILES) = CNC.O.O

Last column: natural (NBO) charge in e.
CARTESIAN COORDINATES (ANGSTROEM)
C1 -0.98 -0.01 -0.92  -0.397
N1 -1.33 -0.96 0.11  -0.638
C2 -0.76 -2.30 0.01  -0.414
H1 -1.59 0.88 -0.79  0.198
H2 -1.25 -0.38 -1.91  0.180
H3 0.06 0.27 -0.99  0.151
H4 -1.19 -0.54 1.03  0.360
H5 -1.48 -3.03 0.36  0.191
H6 -0.64 -2.54 -1.04  0.191
H7 0.17 -2.41 0.58  0.176
O1 0.25 2.08 1.21  -0.938
H8 -0.37 2.66 1.65  0.470
H9 1.06 2.24 1.70  0.470
O2 2.98 1.21 -0.12  -0.942
H10 2.54 2.06 -0.03  0.469
H11 2.54 0.76 -0.85  0.474

***

Record 8
Below is 2 unconnected molecules or ions with the total composition C5H11NO at a distorted geometry, with properties calculated with ωB97M-V/def2-TZVPD.

- relative energy (zero: lowest compared OMol25 entry of this formula, charge and spin) (kcal per mole) = 100.4
- LUMO level (Ha) = 0.0290
- frontier orbital gap (eV) = 9.05
- M (g/mol) = 101.15
- structure (SMILES) = CNC(C)=O.C=C

Last column: natural (NBO) charge in e.
CARTESIAN COORDINATES (ANGSTROEM)
C1 -0.60 -1.20 -0.72  -0.436
N1 -0.78 0.10 -0.15  -0.625
C2 -0.70 0.43 1.16  0.662
C3 -1.21 1.79 1.57  -0.712
O1 -0.09 -0.32 1.95  -0.639
H1 -0.43 -2.10 0.03  0.223
H2 -1.57 -1.33 -1.25  0.192
H3 0.38 -1.35 -1.46  0.259
H4 -1.37 0.74 -0.73  0.396
H5 -1.64 2.45 0.69  0.212
H6 -0.38 2.39 2.07  0.253
H7 -1.90 1.58 2.37  0.248
C4 1.70 -1.17 -0.77  -0.437
C5 1.73 0.13 -1.15  -0.451
H8 2.02 -2.02 -1.33  0.216
H9 1.25 -1.41 0.22  0.229
H10 2.27 0.37 -2.05  0.197
H11 1.32 0.94 -0.44  0.211

***

Which value of M does entry 5 give? 1058.37 g/mol

***

The lowest M belongs to which entry? C4H12

***

M of number 7 (C2H11NO2)? 81.12 g/mol